# 1
C39H51Cl5Ge2N10O3PRbS5 | ωB97M-V with the def2-TZVPD basis set

The geometry in ORCA input format:
```
! wB97M-V def2-TZVPD RIJCOSX def2/J DEFGRID3
* xyz -1 2
Rb 0.016 0.467 0.878
N -2.801 4.276 0.835
C -3.486 4.073 -0.420
C -3.114 2.896 -1.328
O -4.019 2.398 -1.998
N -1.842 2.357 -1.298
C -1.847 1.090 -2.019
C -0.487 0.568 -2.349
O -0.470 -0.660 -2.829
O 0.543 1.216 -2.205
H -2.659 3.416 1.351
H -1.897 4.705 0.707
H -3.413 4.986 -1.014
H -4.554 3.917 -0.249
H -2.395 1.143 -2.966
H -2.370 0.311 -1.449
C -5.529 -0.925 3.618
N -4.697 -0.530 2.504
C -4.868 0.620 1.793
C -3.776 0.729 0.982
N -2.925 -0.314 1.186
C -3.497 -1.062 2.118
P -2.899 -2.637 2.791
C -2.074 -3.310 1.323
N -1.139 -2.766 0.564
C -0.976 -3.612 -0.495
C -1.821 -4.679 -0.383
N -2.517 -4.487 0.777
C -3.576 -5.353 1.262
C -1.504 -2.223 3.880
N -0.222 -2.132 3.570
C 0.417 -1.825 4.738
C -0.481 -1.748 5.760
N -1.698 -2.033 5.215
C -2.954 -1.891 5.918
H -6.576 -0.785 3.355
H -5.282 -0.319 4.491
H -5.359 -1.974 3.844
H -5.720 1.261 1.946
H -3.560 1.499 0.273
H -0.262 -3.415 -1.278
H -1.983 -5.542 -1.008
H -3.414 -6.352 0.861
H -4.554 -4.991 0.944
H -3.554 -5.397 2.346
H 1.480 -1.656 4.782
H -0.373 -1.470 6.794
H -2.818 -2.201 6.952
H -3.703 -2.534 5.458
H -3.276 -0.849 5.865
Cl 2.727 -0.889 2.392
C 2.104 -2.277 1.486
Cl 1.919 -1.912 -0.247
H 1.129 -2.533 1.895
H 2.832 -3.074 1.560
Ge 1.087 -1.151 -3.684
C 0.745 -3.043 -3.916
C 1.722 -3.976 -3.577
C 1.466 -5.339 -3.671
C 0.224 -5.781 -4.100
C -0.762 -4.862 -4.434
C -0.502 -3.502 -4.341
C 1.159 -0.113 -5.311
C 0.769 -0.672 -6.527
C 0.793 0.082 -7.691
C 1.206 1.407 -7.648
C 1.595 1.975 -6.443
C 1.574 1.220 -5.280
H 2.284 -0.938 -2.764
H 2.690 -3.646 -3.216
H 2.235 -6.051 -3.397
H 0.020 -6.843 -4.168
H -1.737 -5.201 -4.760
H -1.290 -2.795 -4.578
H 0.449 -1.708 -6.575
H 0.485 -0.362 -8.630
H 1.219 2.000 -8.555
H 1.904 3.012 -6.399
H 1.852 1.694 -4.345
C 7.114 2.459 -0.711
C 5.778 3.122 -1.029
N 4.681 2.184 -1.175
C 4.556 1.492 -2.444
C 4.983 0.028 -2.390
C 3.744 1.973 -0.190
C 3.945 2.681 1.121
N 2.689 1.256 -0.314
H 7.898 3.207 -0.571
H 7.425 1.796 -1.520
H 7.040 1.862 0.200
H 5.858 3.692 -1.959
H 5.528 3.853 -0.264
H 5.170 2.029 -3.169
H 3.528 1.590 -2.805
H 6.040 -0.063 -2.133
H 4.827 -0.448 -3.363
H 4.410 -0.527 -1.645
H 3.773 3.754 1.008
H 4.947 2.532 1.531
H 3.204 2.297 1.813
H 2.605 0.871 -1.252
Cl 0.484 3.526 0.573
Ge -0.151 3.587 -1.596
Cl 1.981 4.032 -2.575
Cl -0.892 5.717 -1.591
C 0.944 3.073 4.297
S 0.693 2.126 5.811
C -0.992 2.495 6.133
C -2.053 2.064 5.399
S -2.113 1.022 4.033
S -3.597 2.641 6.002
C -3.053 3.525 7.381
S -4.067 4.297 8.441
S -1.343 3.522 7.505
H 1.942 2.836 3.927
H 0.874 4.145 4.478
H 0.192 2.777 3.568
*
```

Summary:
Orbital gap (spin up / spin down): 0.21741 / 0.22122 Ha

***

# 2
C39H52N4NiOP2 | ωB97M-V with the def2-TZVPD basis set

The geometry in ORCA input format:
```
! wB97M-V def2-TZVPD RIJCOSX def2/J DEFGRID3
* xyz 0 3
Ni 0.286 0.902 -0.436
C -1.591 1.594 -5.470
C -1.789 0.280 -5.352
C -0.884 -0.778 -5.903
C 0.631 -0.437 -5.979
C 1.265 0.287 -4.819
C 1.186 1.606 -4.584
C 0.821 2.517 -5.727
C -0.573 2.226 -6.382
C 1.028 0.711 1.365
H -2.287 2.304 -5.007
H -2.764 -0.095 -5.024
H -1.196 -1.038 -6.932
H -1.011 -1.704 -5.317
H 1.152 -1.407 -6.048
H 0.822 0.069 -6.941
H 2.063 -0.310 -4.346
H 1.574 2.097 -3.682
H 1.559 2.390 -6.550
H 0.848 3.577 -5.430
H -0.978 3.201 -6.718
H -0.415 1.629 -7.302
H 0.245 1.177 1.987
H 1.947 1.308 1.457
H 1.181 -0.302 1.778
P 2.045 -0.316 -0.734
P -0.973 -0.912 -0.649
N 3.291 0.779 -1.316
N 2.915 -1.583 0.039
N -2.000 0.445 -1.337
N -2.346 -1.798 -0.224
C 1.293 -1.189 -2.140
C -0.139 -1.767 -2.017
C 3.266 2.118 -0.893
C 4.277 2.802 -1.528
C 4.955 1.881 -2.380
C 4.329 0.648 -2.242
C 3.735 -1.346 1.150
C 4.458 -2.492 1.417
C 4.088 -3.477 0.449
C 3.144 -2.903 -0.385
C -1.696 1.757 -0.827
C -2.405 2.665 -1.620
C -3.052 1.940 -2.648
C -2.773 0.584 -2.453
C -3.384 -2.315 -1.018
C -4.267 -2.974 -0.169
C -3.775 -2.835 1.170
C -2.608 -2.102 1.121
H 2.006 -1.930 -2.531
H 1.245 -0.353 -2.848
H -0.667 -1.568 -2.966
H -0.152 -2.852 -1.801
H 2.521 2.450 -0.186
H 4.492 3.859 -1.394
H 5.799 2.121 -3.023
H 4.549 -0.303 -2.710
H 3.701 -0.390 1.653
H 5.161 -2.623 2.231
H 4.451 -4.493 0.396
H 2.602 -3.312 -1.222
H -1.357 1.903 0.212
H -2.458 3.729 -1.425
H -3.636 2.334 -3.472
H -3.101 -0.280 -3.026
H -3.382 -2.172 -2.090
H -5.164 -3.500 -0.473
H -4.227 -3.236 2.073
H -1.961 -1.712 1.894
C -3.145 2.775 4.580
C -1.672 2.529 4.229
C -0.856 3.801 4.463
C -1.136 1.328 4.990
C -0.805 1.400 6.325
C -0.325 0.274 7.012
C -0.060 -0.922 6.327
C -0.378 -1.062 4.988
C -0.136 -2.365 4.233
C 1.252 -2.940 4.520
C -1.194 -3.409 4.571
C -1.130 0.015 4.349
O -1.802 -0.159 3.291
H -3.241 3.058 5.636
H -3.735 1.866 4.410
H -3.547 3.586 3.963
H -1.627 2.281 3.163
H -0.962 4.147 5.497
H 0.207 3.631 4.263
H -1.210 4.592 3.793
H -0.939 2.354 6.854
H -0.112 0.340 8.085
H 0.393 -1.767 6.850
H -0.200 -2.133 3.163
H 1.338 -3.251 5.569
H 1.424 -3.819 3.890
H 2.051 -2.218 4.312
H -2.195 -3.047 4.321
H -1.008 -4.331 4.013
H -1.167 -3.639 5.644
*
```

Summary:
Orbital gap (spin up / spin down): 0.15726 / 0.12573 Ha

***

# 3
C39H53GeNO4S3V | ωB97M-V with the def2-TZVPD basis set

The geometry in ORCA input format:
```
! wB97M-V def2-TZVPD RIJCOSX def2/J DEFGRID3
* xyz 2 2
V -0.113 0.278 -0.367
C -1.068 -3.981 0.520
O -1.058 -2.613 0.912
C -2.182 -2.244 1.677
C -1.938 -0.836 2.145
O -1.759 0.038 0.998
C -2.647 1.172 0.882
C -3.167 1.189 -0.526
O -2.047 1.077 -1.410
C -2.507 1.074 -2.770
H -1.044 -4.635 1.395
H -0.177 -4.148 -0.084
H -1.957 -4.213 -0.074
H -2.297 -2.891 2.555
H -3.104 -2.321 1.085
H -1.031 -0.782 2.740
H -2.766 -0.465 2.745
H -2.072 2.073 1.102
H -3.462 1.090 1.597
H -3.713 2.114 -0.727
H -3.840 0.343 -0.702
H -2.994 2.025 -2.989
H -3.213 0.257 -2.928
H -1.655 0.943 -3.425
O 1.426 0.720 -1.839
C 1.266 0.755 -3.280
C 1.866 -0.488 -3.903
C 1.539 -1.724 -3.066
C 0.067 -1.977 -2.891
C -0.552 -2.859 -3.773
C -1.881 -3.198 -3.616
C -2.571 -2.646 -2.548
C -1.908 -1.756 -1.734
N -0.623 -1.383 -1.889
H 2.086 1.373 -1.562
H 1.714 1.668 -3.666
H 0.198 0.807 -3.469
H 2.949 -0.392 -3.994
H 1.467 -0.586 -4.916
H 1.987 -1.624 -2.085
H 1.983 -2.604 -3.531
H 0.038 -3.294 -4.568
H -2.362 -3.887 -4.299
H -3.605 -2.892 -2.347
H -2.425 -1.309 -0.900
C 4.067 0.686 0.389
C 3.556 -0.728 0.116
S 1.814 -1.159 0.437
C 1.855 -2.076 1.995
C 2.226 -1.343 3.277
S 1.194 0.100 3.651
C 2.428 1.374 3.983
C 3.090 1.991 2.759
S 4.496 1.044 2.111
H 3.411 1.469 0.006
H 5.010 0.790 -0.152
H 4.138 -1.438 0.705
H 3.704 -0.981 -0.936
H 2.555 -2.899 1.841
H 0.858 -2.507 2.051
H 3.260 -1.012 3.249
H 2.122 -2.057 4.096
H 3.168 0.977 4.678
H 1.870 2.140 4.528
H 3.484 2.971 3.029
H 2.373 2.138 1.954
C 0.167 2.018 0.072
Ge 0.553 3.943 -0.010
C -0.328 4.797 -1.503
C -0.251 6.188 -1.608
C -0.841 6.846 -2.676
C -1.510 6.124 -3.658
C -1.582 4.741 -3.571
C -0.993 4.086 -2.497
C 2.482 3.993 -0.324
C 2.920 3.540 -1.573
C 4.267 3.548 -1.914
C 5.200 4.032 -1.006
C 4.776 4.526 0.219
C 3.427 4.513 0.554
C -0.089 4.680 1.669
C 0.576 4.485 2.881
C 0.092 5.033 4.059
C -1.076 5.784 4.043
C -1.754 5.981 2.849
C -1.263 5.434 1.670
H 0.232 1.574 1.103
H 0.270 6.767 -0.852
H -0.777 7.924 -2.748
H -1.969 6.640 -4.491
H -2.092 4.179 -4.345
H -1.035 3.006 -2.430
H 2.188 3.239 -2.318
H 4.585 3.211 -2.894
H 6.251 4.053 -1.266
H 5.498 4.935 0.915
H 3.120 4.925 1.510
H 1.492 3.909 2.909
H 0.629 4.884 4.988
H -1.452 6.220 4.960
H -2.661 6.571 2.832
H -1.798 5.610 0.743
*
```

Summary:
Orbital gap (spin up / spin down): 0.28311 / 0.29697 Ha

***

# 4
C39H54AsIN5OPdS6Si3 | ωB97M-V with the def2-TZVPD basis set

The geometry in ORCA input format:
```
! wB97M-V def2-TZVPD RIJCOSX def2/J DEFGRID3
* xyz 1 1
Pd 0.436 0.613 0.649
C 1.641 -0.937 -4.744
C 1.201 -2.329 -4.266
C 2.320 -2.971 -3.438
C 0.961 -3.203 -5.497
C -0.057 -2.174 -3.411
C -1.300 -2.696 -3.808
C -2.424 -2.556 -3.020
C -2.306 -1.847 -1.832
S -3.522 -1.557 -0.654
C -2.380 -0.707 0.329
N -1.184 -0.594 -0.198
C -1.100 -1.286 -1.419
C 0.028 -1.487 -2.210
C -2.892 -0.280 1.658
C -3.852 -1.137 2.222
C -4.452 -0.890 3.441
C -4.093 0.239 4.153
C -3.140 1.089 3.621
C -2.533 0.859 2.388
H 2.549 -1.018 -5.346
H 1.855 -0.273 -3.904
H 0.865 -0.469 -5.354
H 3.237 -3.021 -4.030
H 2.046 -3.985 -3.141
H 2.542 -2.406 -2.531
H 1.894 -3.298 -6.055
H 0.217 -2.772 -6.171
H 0.641 -4.209 -5.216
H -1.382 -3.257 -4.727
H -3.366 -3.007 -3.303
H 0.991 -1.157 -1.853
H -4.103 -2.059 1.717
H -5.174 -1.592 3.834
H -4.531 0.454 5.119
H -2.852 1.956 4.193
I 5.988 -0.899 -2.254
C 4.336 -0.850 -1.024
C 4.131 -1.551 0.145
N 2.912 -1.223 0.581
N 2.295 -0.375 -0.241
C 3.162 -0.121 -1.222
H 4.759 -2.242 0.682
H 2.385 -1.543 1.401
H 2.930 0.565 -2.018
C -1.497 5.767 1.853
Si -2.580 4.248 1.848
C -3.841 4.194 0.483
C -3.617 4.346 3.403
As -1.167 2.170 1.941
Si 0.101 2.524 4.070
C 1.123 1.069 4.620
C 0.972 4.161 3.852
C -1.029 2.716 5.545
Si -0.720 2.437 -0.889
C 0.505 1.830 -2.164
C -0.480 4.282 -0.862
C -2.424 1.923 -1.435
H -1.992 6.488 2.510
H -1.382 6.232 0.876
H -0.502 5.588 2.258
H -4.502 5.050 0.652
H -4.452 3.293 0.563
H -3.453 4.272 -0.528
H -4.110 5.320 3.299
H -3.057 4.377 4.335
H -4.401 3.596 3.462
H 1.774 1.475 5.404
H 1.759 0.568 3.900
H 0.467 0.332 5.087
H 1.273 4.363 2.826
H 1.883 4.139 4.458
H 0.354 4.979 4.227
H -1.544 1.796 5.820
H -1.710 3.563 5.574
H -0.292 2.893 6.341
H 1.372 2.491 -2.163
H -0.018 1.942 -3.124
H 0.830 0.801 -2.106
H 0.341 4.601 -0.222
H -1.378 4.854 -0.647
H -0.187 4.505 -1.894
H -2.349 1.006 -2.021
H -2.775 2.717 -2.103
H -3.173 1.788 -0.659
S -2.589 -5.466 -0.016
C -1.414 -4.427 0.498
S -1.657 -3.337 1.834
C -0.063 -2.658 1.598
N 0.581 -3.208 0.627
N -0.158 -4.208 0.031
C 0.530 -5.020 -0.924
C 1.837 -5.396 -0.645
C 2.514 -6.220 -1.529
C 1.887 -6.673 -2.683
C 0.585 -6.280 -2.957
C -0.099 -5.445 -2.083
S 0.490 -1.315 2.541
H 2.309 -5.047 0.264
H 3.530 -6.520 -1.308
H 2.411 -7.332 -3.363
H 0.090 -6.626 -3.856
H -1.114 -5.142 -2.291
C 5.647 2.058 0.119
O 4.460 1.689 0.843
C 3.339 2.334 0.585
S 3.179 3.550 -0.494
S 2.094 1.785 1.723
H 6.431 1.420 0.514
H 5.872 3.110 0.280
H 5.502 1.878 -0.945
*
```

Summary:
Orbital gap: 0.19467 Ha